1.
{"formula": "C3H8N4", "method": "ωB97M-V/def2-TZVPD", "elements": ["C", "C", "N", "N", "N", "C", "N", "H", "H", "H", "H", "H", "H", "H", "H"], "xyz": [[-0.27806, -0.72607, -0.14196], [0.73638, 0.43257, -0.06066], [-2.22150, 0.40233, 0.30999], [0.26232, -1.97395, -0.38158], [2.05846, 0.03421, 0.12031], [0.40382, 1.71680, -0.22507], [-1.57882, -0.73449, -0.01049], [-3.22984, 0.24640, 0.25047], [-2.04311, 0.64537, 1.28688], [-0.45490, -2.60789, -0.71581], [1.06869, -1.92889, -0.99682], [2.09477, -0.81516, 0.68459], [2.63880, 0.77347, 0.50549], [-0.61052, 2.03581, -0.42884], [1.15349, 2.49950, -0.19649]], "homo_lumo_gap_ev": 8.8, "e_lumo_ha": 0.04084, "relative_energy_kj_mol": 193.5, "molar_mass_g_mol": 100.125, "fmax_ev_per_a": 3.43, "charge": 0}


2.
{"formula": "C4H9NO2", "method": "ωB97M-V/def2-TZVPD", "elements": ["C", "C", "O", "C", "C", "O", "N", "H", "H", "H", "H", "H", "H", "H", "H", "H"], "xyz": [[0.93729, 0.79388, 1.66163], [0.39797, 0.27724, 0.33547], [1.37115, -0.51670, -0.35475], [-0.81262, -0.61793, 0.55194], [-1.47041, -0.14272, -2.37183], [-2.50632, 0.36043, -2.14397], [-0.43894, -0.69131, -2.69871], [1.16662, -0.04988, 2.32096], [0.18771, 1.42299, 2.15408], [1.84538, 1.39445, 1.53275], [0.12585, 1.13485, -0.30260], [2.18302, 0.00259, -0.43270], [-0.61126, -1.34037, 1.34733], [-1.69197, -0.02299, 0.81431], [-1.03927, -1.19435, -0.34511], [0.35579, -0.81018, -2.06881]], "homo_lumo_gap_ev": 11.4, "e_lumo_ha": 0.02522, "relative_energy_kj_mol": 90.8, "molar_mass_g_mol": 103.121, "fmax_ev_per_a": 0.86, "charge": 0}


3.
{"formula": "C2H2NO2S2", "method": "ωB97M-V/def2-TZVPD", "elements": ["C", "C", "N", "O", "O", "S", "S", "H", "H"], "xyz": [[-0.56567, -1.58774, -0.27795], [-0.04754, -0.30212, -0.09300], [-0.99181, -2.61553, -0.58768], [2.61284, -1.85556, -0.39021], [2.39736, -0.35710, 1.66537], [3.07277, 0.86342, -0.74776], [2.20585, -0.59485, 0.21802], [-0.42087, 0.18245, 0.82119], [0.09208, 0.21118, -1.12082]], "homo_lumo_gap_ev": 7.9, "e_lumo_ha": 0.12423, "relative_energy_kj_mol": 198.0, "molar_mass_g_mol": 136.177, "fmax_ev_per_a": 3.28, "charge": -1}